No. 1
# C2H4O3

One molecule with the formula C2H4O3 at a distorted geometry (ωB97M-V/def2-TZVPD, the OMol25 dataset).

XYZ file:
```
9
Properties=species:S:1:pos:R:3:forces:R:3:mulliken_charge:R:1
O 1.680907 -0.134097 -0.476451 0.19 -2.75 1.85 -0.553
C 0.601320 -0.407630 0.072492 1.20 0.81 -4.09 0.546
O -0.057806 -1.537668 -0.161894 0.05 -0.72 1.23 -0.450
C -0.176938 0.823598 0.326502 2.30 1.52 -0.34 -0.216
O -1.558209 0.846919 0.160984 0.17 0.27 0.15 -0.492
H 0.564417 -2.213283 -0.474893 0.01 0.17 -0.16 0.341
H 0.130444 1.222706 1.301929 -0.52 0.00 -0.02 0.281
H 0.708527 1.313963 -0.424489 -3.77 0.71 1.48 0.239
H -1.892663 0.085492 -0.324180 0.37 -0.02 -0.10 0.303
```
Positions in Å, forces in eV/Å.

Values from the calculation:
**2S+1**: 1
**LUMO level**: 0.40 eV
**Gap between HOMO and LUMO**: 10.29 eV
**ΔE to the lowest compared entry with this formula, charge and spin**: 2.011 eV

No. 2
# C17H31Cl20NO

C17H31Cl20NO as an isolated structure at a distorted geometry (ωB97M-V/def2-TZVPD, the OMol25 dataset).

XYZ file:
```
70
Properties=species:S:1:pos:R:3:forces:R:3:mulliken_charge:R:1
Cl -1.059100 26.544740 9.403090 -0.04 -0.17 0.40 -0.181
C -1.598020 26.669370 7.723690 1.48 0.95 -0.49 -0.369
C -0.385490 26.721960 6.764790 -0.69 -0.15 0.07 -0.435
Cl 0.205220 25.106050 6.383450 0.10 -0.48 -0.32 -0.184
H -2.009310 27.669370 7.586110 -0.66 -0.26 0.35 0.247
H -2.290400 25.853090 7.517810 0.12 0.28 -0.18 0.327
H 0.504600 27.254610 7.099650 -0.50 0.20 0.50 0.324
H -0.752540 27.235990 5.876450 0.20 -0.37 -0.32 0.272
Cl 13.972040 36.338760 10.623030 -0.58 -0.98 -0.95 -0.204
C 13.464590 35.232430 9.203450 0.26 0.62 0.82 -0.477
C 12.095730 34.591140 9.314660 0.01 1.42 -0.16 -0.344
Cl 12.027510 33.275420 10.438490 0.15 -1.09 0.48 -0.171
H 14.224350 34.452990 9.145780 0.03 0.24 -0.06 0.332
H 13.485700 35.887030 8.332150 0.11 -0.11 0.10 0.293
H 11.851410 34.301220 8.292720 -0.21 -0.44 0.15 0.273
H 11.324520 35.267710 9.682880 0.22 0.33 -0.38 0.298
Cl 2.945150 18.162090 7.464100 0.02 0.33 0.57 -0.186
C 4.046490 18.998470 8.614370 0.24 -0.85 0.22 -0.468
C 5.136780 19.741380 7.889750 -0.03 0.51 0.58 -0.399
Cl 6.149450 18.677960 6.824210 -0.54 0.78 0.65 -0.176
H 4.481420 18.264980 9.293290 0.14 -0.50 -0.52 0.295
H 3.523350 19.607330 9.351750 -0.44 0.53 -0.71 0.335
H 5.724710 20.189940 8.690520 0.65 -0.32 -0.14 0.278
H 4.755940 20.621700 7.371960 -0.04 -0.47 -0.65 0.322
Cl 13.291160 28.823960 5.690360 -0.14 0.45 -0.27 -0.208
C 13.323430 29.250850 3.931950 -0.24 -0.36 0.16 -0.392
C 11.980720 29.741730 3.430720 -0.77 0.08 0.21 -0.410
Cl 11.912950 29.630780 1.644850 0.14 -0.08 0.00 -0.201
H 13.492650 28.280210 3.465770 0.38 0.35 -0.21 0.280
H 14.123300 29.973000 3.768210 -0.04 -0.29 -0.04 0.322
H 11.685110 30.768370 3.646870 0.54 -0.03 0.28 0.312
H 11.181410 29.115810 3.827490 0.12 -0.13 -0.13 0.297
Cl 13.493560 19.591570 4.911490 -0.34 0.08 -0.73 -0.187
C 13.080520 20.470690 3.353000 0.41 -0.27 0.77 -0.370
C 13.003370 21.936160 3.701160 -0.91 0.62 0.50 -0.455
Cl 11.423330 22.230070 4.574760 0.38 -0.05 -0.08 -0.186
H 12.121270 20.111970 2.979800 0.19 -0.10 0.13 0.306
H 13.888810 20.188840 2.678220 -0.11 0.35 -0.05 0.287
H 12.923820 22.651420 2.882510 0.34 -0.47 -0.28 0.292
H 13.773100 22.254430 4.404250 0.03 -0.16 -0.25 0.313
Cl 6.560480 28.161780 9.264550 -0.81 1.06 0.15 -0.198
C 7.282420 26.594510 9.145510 2.07 -0.76 1.55 -0.347
C 8.065760 26.293730 10.480640 -0.57 0.04 -0.08 -0.494
Cl 8.863340 24.703380 10.401950 -0.03 -0.22 -0.21 -0.201
H 8.052960 26.694590 8.381080 -0.41 -0.57 -0.28 0.274
H 6.536240 25.814650 8.993370 0.19 0.19 -0.29 0.313
H 7.410430 26.261190 11.351040 -0.23 -0.02 -0.25 0.321
H 8.863150 26.987790 10.746240 -0.22 0.27 -0.58 0.331
C 2.443360 22.419550 15.700350 2.51 -1.53 -2.27 0.202
O 3.356560 21.938870 14.932780 -3.33 1.38 2.93 -0.636
N 1.742770 21.779190 16.666540 0.88 0.17 -0.66 0.082
C 0.729650 22.444670 17.490470 1.02 -1.22 -0.27 -0.837
C 1.848560 20.364810 16.923630 0.27 -1.20 0.40 -0.950
H 2.110430 23.464170 15.599710 0.21 -0.01 0.00 0.259
H 0.592170 23.490610 17.216210 -0.31 -0.31 -0.15 0.291
H 1.093880 22.366090 18.514800 -0.28 0.27 0.21 0.294
H -0.095700 21.743640 17.366220 -0.84 0.89 0.31 0.307
H 1.839090 20.132690 17.988590 0.04 0.49 0.29 0.328
H 1.010960 19.777140 16.547910 -0.33 0.31 -0.40 0.350
H 2.738730 19.848720 16.564000 0.14 0.75 -0.41 0.310
C 5.910350 25.661210 0.559050 0.27 -1.59 0.65 0.423
Cl 7.522840 25.410260 0.000310 1.22 0.21 -0.90 -0.103
Cl 5.925920 26.723710 1.879510 0.24 0.99 2.23 -0.102
Cl 4.878090 26.396500 -0.561400 -1.13 0.06 -1.92 -0.093
Cl 5.392830 24.007550 1.067990 -0.60 0.35 -0.07 -0.126
C 9.990720 27.335500 18.493380 0.20 1.16 0.80 0.371
Cl 10.681360 25.847050 19.151120 -0.59 0.16 -0.16 -0.081
Cl 11.056830 27.975410 17.274460 0.32 -0.13 -0.77 -0.089
Cl 8.349050 27.204830 17.852910 0.35 -0.43 0.26 -0.081
Cl 9.995170 28.630430 19.786510 -0.28 -0.77 -0.13 -0.121
```
Positions in Å, forces in eV/Å.

Values from the calculation:
**2S+1**: 1
**LUMO level**: 0.14 eV
**Gap between HOMO and LUMO**: 9.55 eV

No. 3
# C3H10NO

A 2-piece molecular cluster, C3H10NO overall (ωB97M-V/def2-TZVPD, the OMol25 dataset).

XYZ file:
```
15
Properties=species:S:1:pos:R:3:forces:R:3:mulliken_charge:R:1
C 1.139835 1.169288 0.030624 -0.57 -0.59 0.19 -0.376
O 0.606274 0.156126 0.971326 0.42 0.59 -0.57 -0.586
C 1.855090 0.537076 -1.135746 0.19 0.39 -0.24 -0.893
H 0.255168 1.703181 -0.315325 0.07 0.15 0.13 0.288
H 1.774161 1.840937 0.599020 0.02 0.12 0.00 0.362
H 1.374203 -0.217921 1.416362 -0.12 -0.27 0.16 0.315
H 1.213931 -0.108993 -1.733768 -0.09 -0.14 0.12 0.256
H 2.166882 1.340688 -1.808983 0.09 -0.06 0.06 0.332
H 2.749052 -0.007475 -0.839739 0.01 -0.08 0.05 0.318
C -2.489657 -0.921695 0.399853 -0.16 -0.07 0.13 -0.080
N -1.397279 -0.998289 -0.239237 -0.15 0.35 0.26 -0.101
H -3.429473 -1.249001 -0.032108 0.09 -0.04 -0.09 0.276
H -2.491066 -0.526127 1.410478 0.11 0.03 -0.05 0.272
H -0.496738 -0.608915 0.222285 -0.07 -0.32 -0.15 0.353
H -1.408611 -1.350687 -1.190599 0.16 -0.06 0.01 0.263
```
Positions in Å, forces in eV/Å.

Values from the calculation:
**2S+1**: 1
**LUMO level**: -4.89 eV
**Gap between HOMO and LUMO**: 10.53 eV
**Net charge**: +1
**ΔE to the lowest compared entry with this formula, charge and spin**: 0.878 eV

No. 4
# C39H37AuF10Ge2N3

C39H37AuF10Ge2N3 as an isolated structure at a distorted geometry (ωB97M-V/def2-TZVPD, the OMol25 dataset).

XYZ file:
```
92
Properties=species:S:1:pos:R:3:forces:R:3:mulliken_spin:R:1
Au 0.429187 0.318655 1.467530 -0.56 -0.33 -0.67 0.325
C 3.660187 0.271255 0.804330 0.08 0.07 -0.04 0.001
N 2.728787 -0.629045 1.460330 0.31 0.01 0.08 -0.011
C 3.060987 -0.839445 2.865030 -0.13 0.03 0.12 0.033
C 1.840087 -0.822145 3.807530 0.41 -0.46 0.06 -0.062
N 1.118387 0.386855 3.568030 0.12 0.25 -0.39 0.499
C 0.268187 0.912955 4.451130 -0.52 0.32 0.67 0.019
C -0.357213 0.262555 5.547530 -0.01 -0.30 0.03 0.121
F -0.166713 -1.059445 5.730030 -0.07 0.61 -0.01 0.010
C -1.215013 0.925155 6.408130 -0.14 -0.16 0.12 -0.063
F -1.799513 0.261955 7.410730 0.16 0.14 -0.22 -0.004
C -1.509013 2.275755 6.224730 0.03 0.13 -0.03 0.158
F -2.342113 2.913855 7.053030 0.39 -0.34 -0.38 0.013
C -0.920013 2.950855 5.155830 0.01 0.21 -0.01 -0.065
F -1.184513 4.246255 4.950530 0.01 -0.34 0.11 -0.004
C -0.064313 2.286355 4.303730 0.11 0.19 -0.29 0.111
F 0.472487 2.966855 3.277330 -0.21 -0.19 0.65 0.009
C 2.553387 -1.847245 0.687630 -0.29 -0.35 -0.06 -0.020
C 1.302287 -2.615345 1.097230 0.23 -0.20 -0.13 -0.030
N 0.126087 -1.825945 0.863430 0.85 1.34 0.36 0.276
C -1.080713 -2.354745 1.073430 -1.39 -0.76 0.12 -0.031
C -1.381013 -3.629045 1.628030 -0.03 0.47 -0.25 0.025
F -0.392313 -4.437745 2.065130 -0.07 -0.06 0.06 0.002
C -2.673313 -4.101345 1.769130 -0.30 0.28 -0.19 -0.014
F -2.869313 -5.305845 2.316830 -0.06 0.08 -0.08 0.000
C -3.762313 -3.341645 1.350930 0.42 0.09 0.01 0.030
F -5.006413 -3.820445 1.464230 0.00 0.08 0.00 0.002
C -3.521513 -2.073245 0.818130 0.02 -0.24 0.10 -0.013
F -4.545813 -1.305145 0.424530 0.08 -0.10 0.05 0.000
C -2.229813 -1.606945 0.696830 0.24 -0.32 0.18 0.021
F -2.029713 -0.362345 0.214930 -0.27 -0.09 0.00 -0.021
H 4.678487 -0.139245 0.783530 0.06 0.05 -0.04 0.004
H 3.667987 1.229155 1.321030 0.05 0.06 0.01 -0.001
H 3.329287 0.434355 -0.220670 0.04 0.02 -0.04 -0.008
H 3.692887 -0.009445 3.185030 0.08 -0.08 -0.02 0.004
H 3.623687 -1.772345 3.001330 -0.03 0.03 0.05 0.001
H 2.210987 -0.855745 4.838930 -0.06 -0.03 -0.02 0.014
H 1.207687 -1.707145 3.666630 0.06 0.08 0.03 0.028
H 3.426487 -2.510145 0.776730 0.05 0.03 0.03 0.004
H 2.449387 -1.566245 -0.363570 0.07 -0.02 0.08 0.058
H 1.393087 -2.915145 2.149530 0.09 -0.16 -0.10 0.020
H 1.255887 -3.536545 0.505530 0.17 -0.03 0.06 0.008
C -0.925313 4.983055 1.235530 -0.26 -0.60 -0.15 0.022
Ge -1.435713 3.095555 0.811430 -0.38 0.10 -0.21 0.049
C -2.631713 2.321455 2.213630 0.45 0.24 -0.32 0.028
C -2.532313 3.000555 -0.849470 0.31 0.15 0.43 0.013
C 0.225687 2.116455 0.394530 -0.11 0.10 0.44 0.594
H -1.731913 5.648855 0.941530 -0.11 0.09 -0.03 0.001
H -0.028013 5.274355 0.697230 0.09 -0.05 -0.14 -0.001
H -0.736813 5.115455 2.294530 -0.01 -0.05 0.20 0.000
H -3.116313 3.122455 2.764130 -0.05 0.15 0.12 -0.003
H -2.108113 1.682355 2.916630 0.08 -0.10 0.08 -0.010
H -3.402413 1.724355 1.738030 -0.07 -0.09 -0.16 0.002
H -3.248813 3.816255 -0.876370 -0.12 0.14 0.02 0.001
H -3.087313 2.066355 -0.867770 -0.03 -0.15 0.06 0.001
H -1.919713 3.056755 -1.743770 0.16 0.03 -0.12 0.001
H 1.120687 2.699255 0.584230 0.15 0.17 0.04 0.020
H 0.219687 1.797755 -0.640170 -0.04 -0.05 -0.10 -0.080
C 4.201887 -2.960345 -4.222670 0.02 -0.05 -0.09 0.026
C 3.191487 -3.648545 -3.571170 0.09 -0.19 -0.01 -0.011
C 2.133387 -2.957045 -3.011770 -0.21 -0.03 0.11 0.033
C 2.043287 -1.573445 -3.123570 -0.64 0.33 0.66 0.075
C 3.075287 -0.894145 -3.762370 -0.19 0.22 -0.01 0.019
C 4.137787 -1.580945 -4.319670 0.16 -0.01 -0.04 -0.014
Ge 0.476287 -0.603245 -2.291870 0.08 -0.02 -1.44 0.525
C 0.624587 1.259255 -3.049470 -0.06 -0.64 0.49 0.094
C -0.319613 1.790655 -3.916870 -0.12 -0.19 -0.08 0.006
C -0.201713 3.089455 -4.384270 -0.07 0.12 -0.10 -0.009
C 0.865487 3.878955 -3.990170 -0.05 0.09 -0.04 0.017
C 1.822387 3.357555 -3.134970 0.14 0.11 0.04 -0.004
C 1.691487 2.065055 -2.663370 0.10 -0.11 0.06 0.063
C -1.233313 -1.364745 -3.017170 0.71 0.25 0.57 0.025
C -1.321613 -2.566345 -3.708270 0.21 -0.03 -0.07 -0.001
C -2.544613 -3.024645 -4.169670 -0.02 -0.17 -0.08 -0.015
C -3.698013 -2.297145 -3.933370 -0.07 -0.01 -0.03 0.025
C -3.623213 -1.104145 -3.233070 -0.14 0.03 0.01 -0.014
C -2.401613 -0.652345 -2.770470 0.05 0.13 0.06 0.049
H 5.032987 -3.494945 -4.657970 0.06 -0.07 -0.04 0.002
H 3.223187 -4.726845 -3.503770 0.05 -0.08 0.04 0.000
H 1.359287 -3.500145 -2.481670 -0.01 -0.08 0.00 0.004
H 3.041987 0.183455 -3.841070 -0.01 0.06 -0.08 0.006
H 4.913887 -1.035645 -4.837670 0.09 0.03 -0.01 0.000
H -1.152713 1.180055 -4.237370 -0.08 0.01 -0.04 0.007
H -0.948313 3.485255 -5.059470 -0.04 0.03 -0.02 0.000
H 0.946887 4.898555 -4.340670 0.02 0.03 -0.05 0.001
H 2.668187 3.959555 -2.831570 0.02 0.05 0.03 0.001
H 2.427587 1.674055 -1.970670 0.08 0.04 0.03 -0.005
H -0.429813 -3.143345 -3.911170 0.04 -0.04 -0.04 0.007
H -2.594613 -3.955345 -4.719170 -0.01 -0.04 -0.01 0.000
H -4.651913 -2.658045 -4.291470 -0.05 -0.02 -0.02 0.002
H -4.516013 -0.526445 -3.044770 -0.10 0.04 0.04 0.000
H -2.347113 0.270955 -2.211170 -0.08 0.11 0.03 -0.001
```
Positions in Å, forces in eV/Å.

Values from the calculation:
**2S+1**: 4
**LUMO level (spin up / spin down)**: 0.14 / -2.70 eV
**Gap between HOMO and LUMO (spin up / spin down)**: 7.17 / 4.38 eV
**ΔE to the lowest compared entry with this formula, charge and spin**: 1.252 eV